[1]
Entry from the OMol25 dataset: C6H13Br3N as an isolated structure at a distorted geometry (ωB97M-V with the def2-TZVPD basis set).

## Properties
molar mass	338.9	g mol⁻¹
lowest unoccupied orbital energy (spin up / spin down)	-4.464 / -4.550	eV
total charge	+1
HOMO-LUMO gap (spin up / spin down)	0.3176 / 0.2661	Eh

Element x y z (Å)
Br (-2.508, -0.922, 1.646)
Br (-4.837, -0.662, -1.127)
Br (-2.564, 2.147, 0.870)
N (1.162, -0.014, 0.160)
C (2.600, 0.209, -0.335)
C (-3.006, 0.080, -1.048)
C (1.070, 0.390, 1.552)
C (1.044, -1.568, -0.073)
C (-2.478, 0.380, 0.245)
C (0.211, 0.745, -0.710)
H (1.351, -1.766, -1.023)
H (-0.381, 0.192, -1.334)
H (-0.002, -1.746, 0.112)
H (2.893, 1.244, 0.041)
H (1.889, -0.135, 2.096)
H (-2.350, -0.635, -1.542)
H (3.024, -0.749, -0.059)
H (2.720, 0.314, -1.492)
H (1.304, 1.455, 1.702)
H (0.149, 0.154, 2.020)
H (0.226, 1.778, -0.638)
H (-3.111, 1.097, -1.729)
H (1.593, -1.988, 0.665)

Computed natural (NBO) charges, given in elementary charges:
1 Br 0.138
2 Br 0.053
3 Br 0.160
4 N -0.267
5 C -0.422
6 C -0.619
7 C -0.429
8 C -0.358
9 C -0.223
10 C -0.080
11 H 0.224
12 H 0.189
13 H 0.231
14 H 0.247
15 H 0.230
16 H 0.236
17 H 0.232
18 H 0.257
19 H 0.242
20 H 0.251
21 H 0.204
22 H 0.285
23 H 0.218

[2]
Entry from the OMol25 dataset: a 12-piece molecular cluster, C44H62N6O18 overall at a distorted geometry (ωB97M-V with the def2-TZVPD basis set).

## Properties
SMILES	O=C1OCCO1.O=C1OCCO1.O=C1OCCO1.O=C1OCCO1.O=C1OCCO1.O=C1OCCO1.c1ccncc1.c1ccncc1.CCCC#N.CCCC#N.CCCC#N.CCCC#N
molar mass	963.0	g mol⁻¹
lowest unoccupied orbital energy	-0.115	eV
total charge	0
HOMO-LUMO gap	0.3488	Eh

Element x y z (Å)
O (28.038, -14.603, 24.745)
O (25.778, -21.207, 19.336)
O (15.815, -12.856, 27.335)
O (17.327, -17.557, 20.087)
O (12.732, -21.291, 37.593)
O (24.612, -19.512, 37.550)
O (30.138, -14.223, 25.450)
O (25.027, -20.873, 36.008)
O (17.696, -11.935, 27.936)
O (15.918, -10.609, 27.643)
O (22.885, -20.339, 36.380)
O (23.965, -20.709, 20.427)
O (29.721, -15.683, 23.723)
O (12.307, -19.223, 38.370)
O (14.340, -19.806, 37.434)
O (18.459, -16.128, 21.504)
O (16.305, -15.802, 20.891)
O (25.360, -22.112, 21.440)
N (15.718, -27.806, 28.703)
N (18.084, -27.629, 19.777)
N (11.041, -19.912, 31.768)
N (22.146, -19.395, 28.558)
N (19.020, -29.244, 36.558)
N (30.397, -14.967, 33.521)
C (13.674, -21.948, 36.848)
C (16.951, -24.714, 21.879)
C (14.872, -21.018, 36.896)
C (26.013, -19.706, 37.659)
C (19.248, -25.746, 21.215)
C (14.858, -27.549, 29.437)
C (16.656, -13.918, 27.505)
C (8.460, -19.914, 31.641)
C (20.295, -20.897, 27.430)
C (15.978, -17.736, 19.662)
C (29.529, -13.110, 32.202)
C (9.918, -19.880, 31.739)
C (18.625, -26.806, 20.414)
C (25.093, -21.399, 20.498)
C (23.897, -19.929, 19.275)
C (18.386, -24.469, 21.475)
C (30.504, -12.254, 32.745)
C (28.556, -16.207, 23.162)
C (20.330, -27.080, 35.344)
C (7.823, -20.066, 32.981)
C (29.521, -14.441, 32.619)
C (29.340, -14.732, 24.668)
C (19.200, -21.647, 29.658)
C (13.701, -27.241, 30.324)
C (19.947, -27.006, 36.708)
C (12.344, -27.306, 29.561)
C (16.415, -11.710, 27.720)
C (19.216, -28.056, 37.218)
C (31.393, -12.747, 33.710)
C (15.350, -16.404, 20.045)
C (20.102, -28.213, 34.622)
C (12.302, -26.290, 28.413)
C (27.433, -15.382, 23.750)
C (21.323, -20.046, 28.082)
C (18.033, -13.247, 27.504)
C (8.005, -18.784, 33.799)
C (17.478, -16.423, 20.838)
C (24.112, -20.224, 36.632)
C (18.998, -21.025, 28.230)
C (13.062, -20.043, 37.826)
C (19.498, -29.310, 35.297)
C (25.013, -20.489, 18.434)
C (26.364, -20.610, 36.476)
C (31.299, -14.109, 34.060)
H (13.913, -26.284, 30.801)
H (30.635, -11.227, 32.438)
H (13.799, -27.956, 31.140)
H (15.640, -21.303, 37.616)
H (20.160, -25.454, 20.695)
H (19.819, -20.964, 30.238)
H (12.245, -28.306, 29.139)
H (28.354, -17.269, 23.307)
H (16.491, -23.754, 22.112)
H (18.519, -20.056, 28.368)
H (7.730, -18.880, 34.849)
H (15.793, -17.778, 18.588)
H (16.342, -14.338, 28.460)
H (18.838, -27.990, 38.228)
H (8.180, -20.710, 30.951)
H (26.489, -18.729, 37.585)
H (7.481, -17.911, 33.409)
H (15.439, -18.597, 20.055)
H (14.428, -16.544, 20.610)
H (19.652, -22.637, 29.716)
H (20.353, -28.341, 33.580)
H (31.995, -14.467, 34.805)
H (13.240, -22.008, 35.850)
H (18.337, -21.607, 27.587)
H (9.057, -18.520, 33.910)
H (6.749, -20.236, 32.915)
H (8.134, -18.978, 31.187)
H (18.855, -23.756, 22.154)
H (25.631, -19.646, 18.127)
H (26.929, -21.441, 36.898)
H (27.004, -19.989, 35.849)
H (22.939, -20.039, 18.766)
H (8.197, -20.931, 33.529)
H (16.946, -25.372, 22.748)
H (15.354, -20.836, 35.935)
H (13.004, -26.628, 27.650)
H (28.794, -15.118, 32.194)
H (11.506, -27.159, 30.241)
H (19.429, -26.256, 22.162)
H (28.604, -15.897, 22.119)
H (18.493, -13.149, 26.520)
H (20.156, -26.122, 37.292)
H (15.200, -15.737, 19.196)
H (32.117, -12.119, 34.207)
H (16.564, -14.672, 26.723)
H (20.822, -26.263, 34.838)
H (18.314, -23.856, 20.577)
H (26.291, -20.065, 38.650)
H (20.061, -20.394, 26.492)
H (19.209, -30.220, 34.791)
H (28.851, -12.765, 31.436)
H (13.744, -22.940, 37.294)
H (20.645, -21.908, 27.222)
H (16.393, -25.204, 21.081)
H (27.058, -14.657, 23.027)
H (26.573, -15.947, 24.110)
H (12.458, -25.312, 28.869)
H (24.742, -21.192, 17.647)
H (11.322, -26.378, 27.944)
H (18.751, -13.789, 28.119)
H (24.115, -18.892, 19.527)
H (18.224, -21.653, 30.143)

Mulliken population analysis, charges in e, atoms 1 to 99:
1 O -0.305
2 O -0.339
3 O -0.323
4 O -0.317
5 O -0.318
6 O -0.324
7 O -0.553
8 O -0.323
9 O -0.319
10 O -0.543
11 O -0.629
12 O -0.314
13 O -0.316
14 O -0.583
15 O -0.326
16 O -0.543
17 O -0.333
18 O -0.546
19 N -0.424
20 N -0.429
21 N -0.401
22 N -0.411
23 N -0.541
24 N -0.563
25 C -0.236
26 C -1.155
27 C -0.247
28 C -0.331
29 C -0.315
30 C 0.224
31 C -0.299
32 C -0.397
33 C -0.350
34 C -0.196
35 C -0.368
36 C 0.240
37 C 0.197
38 C 0.697
39 C -0.295
40 C -0.428
41 C -0.222
42 C -0.200
43 C -0.192
44 C -0.350
45 C -0.144
46 C 0.666
47 C -1.080
48 C -0.437
49 C -0.386
50 C -0.476
51 C 0.692
52 C -0.175
53 C -0.299
54 C -0.322
55 C -0.370
56 C -1.062
57 C -0.326
58 C 0.204
59 C -0.290
60 C -1.190
61 C 0.673
62 C 0.746
63 C -0.478
64 C 0.710
65 C -0.152
66 C -0.243
67 C -0.165
68 C -0.136
69 H 0.294
70 H 0.356
71 H 0.292
72 H 0.244
73 H 0.279
74 H 0.335
75 H 0.299
76 H 0.284
77 H 0.349
78 H 0.283
79 H 0.338
80 H 0.253
81 H 0.265
82 H 0.364
83 H 0.268
84 H 0.245
85 H 0.323
86 H 0.269
87 H 0.261
88 H 0.325
89 H 0.353
90 H 0.332
91 H 0.244
92 H 0.316
93 H 0.338
94 H 0.276
95 H 0.257
96 H 0.346
97 H 0.234
98 H 0.267
99 H 0.263

[3]
Entry from the OMol25 dataset: C35H34F7N3OP2S2Y as an isolated structure (ωB97M-V with the def2-TZVPD basis set).

## Properties
molar mass	860.7	g mol⁻¹
lowest unoccupied orbital energy (spin up / spin down)	-0.202 / -1.939	eV
⟨S²⟩	0.789
total charge	0
2S+1	2
HOMO-LUMO gap (spin up / spin down)	0.2582 / 0.1944	Eh

Element x y z (Å)
Y (-0.013, -0.933, -1.338)
S (0.996, -3.066, -2.430)
S (-0.798, -2.356, 0.775)
P (-2.219, 0.469, -3.485)
P (-1.764, 0.885, 1.732)
F (-1.487, 1.293, -4.668)
F (-2.331, -1.756, -1.897)
F (-3.467, 0.101, -4.413)
F (-0.704, 0.759, -2.563)
F (0.527, 0.649, -0.099)
F (-1.414, -0.872, -3.921)
F (-4.234, 1.768, -2.294)
O (3.434, -0.683, 2.282)
N (2.184, -1.546, 0.490)
N (2.256, -0.193, -2.322)
N (1.098, -0.302, 2.254)
C (-2.949, -0.458, -1.974)
C (1.156, 0.901, 3.066)
C (2.358, -0.467, 1.409)
C (3.192, -0.399, -4.610)
C (-1.812, 2.431, -0.692)
C (1.892, -2.224, -3.703)
C (0.432, -4.538, 1.877)
C (0.617, -3.287, 1.271)
C (3.389, -0.389, -1.384)
C (0.386, 2.095, 3.009)
C (2.458, -0.952, -3.562)
C (3.008, -3.597, 1.589)
C (-2.166, 2.851, -1.902)
C (-0.868, 2.346, 2.371)
C (-2.197, 1.163, -0.043)
C (1.497, -5.298, 2.318)
C (-2.985, 2.072, -2.888)
C (3.371, -1.077, -5.802)
C (-1.410, 3.621, 2.436)
C (2.803, -2.335, -5.956)
C (2.141, 1.261, -2.587)
C (-3.396, 0.506, 3.927)
C (-3.352, 1.016, 2.629)
C (0.987, 3.164, 3.730)
C (3.315, -1.598, -0.475)
C (1.935, -2.832, 1.134)
C (-0.777, 4.659, 3.107)
C (2.799, -4.830, 2.177)
C (-4.507, 1.577, 2.088)
C (-5.677, 1.637, 2.833)
C (-4.560, 0.577, 4.677)
C (-5.704, 1.143, 4.130)
C (-2.752, 0.055, -0.564)
C (2.080, -2.892, -4.921)
C (0.425, 4.417, 3.768)
H (-1.192, 3.088, -0.099)
H (-2.513, 0.036, 4.349)
H (-4.499, 1.956, 1.072)
H (3.473, 0.528, -0.798)
H (1.313, -6.265, 2.769)
H (1.475, 1.426, -3.429)
H (-4.580, 0.175, 5.682)
H (3.634, 0.582, -4.500)
H (4.317, -0.466, -1.960)
H (4.273, -1.664, 0.050)
H (-3.207, 2.662, -3.774)
H (0.915, 5.210, 4.316)
H (4.016, -3.222, 1.480)
H (-0.581, -4.906, 1.979)
H (-1.803, 3.818, -2.232)
H (1.016, -1.140, 2.841)
H (1.629, -3.870, -5.032)
H (1.923, 2.983, 4.246)
H (2.919, -2.878, -6.886)
H (-3.031, -0.716, 0.156)
H (-6.569, 2.069, 2.399)
H (-6.618, 1.188, 4.709)
H (3.173, -2.506, -1.057)
H (3.116, 1.705, -2.808)
H (3.796, 0.162, 2.568)
H (3.640, -5.420, 2.519)
H (-2.376, 3.797, 1.975)
H (0.272, -0.335, 1.623)
H (3.939, -0.622, -6.602)
H (-3.999, -0.646, -2.185)
H (2.448, 0.466, 0.867)
H (-1.229, 5.641, 3.138)
H (1.722, 1.743, -1.705)
H (1.997, 0.884, 3.743)

Computed Mulliken charges, given in elementary charges:
1 Y 0.674
2 S -0.678
3 S -0.626
4 P 1.839
5 P 0.257
6 F -0.430
7 F -0.408
8 F -0.379
9 F -0.267
10 F -0.166
11 F -0.394
12 F -0.346
13 O -0.556
14 N 2.067
15 N 1.856
16 N 1.166
17 C -1.246
18 C -1.019
19 C -2.041
20 C -0.515
21 C -0.727
22 C 0.976
23 C -0.964
24 C 1.494
25 C -1.545
26 C 0.967
27 C -0.283
28 C -0.452
29 C -0.958
30 C 0.930
31 C 1.555
32 C -0.705
33 C -0.597
34 C -0.923
35 C 0.071
36 C -0.590
37 C -1.720
38 C -0.705
39 C 0.798
40 C -1.345
41 C -1.429
42 C -0.820
43 C -0.837
44 C -1.036
45 C -0.141
46 C -0.721
47 C -0.652
48 C -0.481
49 C -0.911
50 C -0.899
51 C -0.759
52 H 0.552
53 H 0.296
54 H 0.380
55 H 0.709
56 H 0.386
57 H 0.469
58 H 0.395
59 H 0.355
60 H 0.425
61 H 0.528
62 H 0.517
63 H 0.410
64 H 0.397
65 H 0.505
66 H 0.323
67 H 0.410
68 H 0.442
69 H 0.389
70 H 0.385
71 H 0.512
72 H 0.426
73 H 0.382
74 H 0.707
75 H 0.648
76 H 0.447
77 H 0.423
78 H 0.519
79 H -0.951
80 H 0.407
81 H 0.813
82 H 0.948
83 H 0.432
84 H 0.146
85 H 0.491

[4]
Entry from the OMol25 dataset: a 3-piece molecular cluster, C19H50N6O6P2 overall at a distorted geometry (ωB97M-V with the def2-TZVPD basis set).

## Properties
SMILES	CN(C)P(=O)(N(C)C)N(C)C.CN(C)P(=O)(N(C)C)N(C)C.CCOCCOCCOC=O
molar mass	520.6	g mol⁻¹
lowest unoccupied orbital energy	-1.246	eV
total charge	0
HOMO-LUMO gap	0.2379	Eh

Element x y z (Å)
P (3.906, -3.452, -2.438)
P (-0.290, 1.400, 0.199)
O (-0.414, 1.792, 1.688)
O (-6.526, 5.602, 4.442)
O (3.775, -3.053, -0.954)
O (-3.956, 4.218, 4.321)
O (-8.965, 2.679, 4.557)
O (-7.986, 1.526, 2.818)
N (-0.027, -0.247, 0.625)
N (4.170, -5.101, -2.016)
N (1.219, 2.263, 0.037)
N (5.411, -2.583, -2.603)
N (-0.202, 0.971, -1.513)
N (3.990, -3.869, -4.153)
C (2.834, -4.577, -4.693)
C (-4.234, 1.806, 3.974)
C (5.112, -3.872, -5.066)
C (5.466, -1.324, -1.837)
C (6.716, -3.209, -2.426)
C (-8.289, 3.914, 4.929)
C (-3.804, 3.213, 3.271)
C (2.522, 1.632, 0.218)
C (-5.557, 5.999, 3.419)
C (2.980, -5.802, -1.528)
C (-4.053, 5.546, 3.756)
C (-1.217, -0.947, 1.114)
C (-7.287, 4.497, 3.832)
C (-8.842, 2.382, 3.175)
C (-1.359, 0.262, -2.051)
C (5.135, -6.053, -2.520)
C (0.940, -1.199, 0.123)
C (1.277, 3.523, 0.800)
C (0.922, 0.959, -2.423)
H (5.229, -6.907, -1.841)
H (-5.001, 2.105, 4.783)
H (-1.545, 0.517, -3.098)
H (0.670, -1.602, -0.860)
H (6.931, -3.944, -3.203)
H (2.967, -5.664, -4.635)
H (6.820, -3.678, -1.443)
H (3.231, -6.743, -1.030)
H (-0.967, -1.887, 1.614)
H (1.928, -4.313, -4.140)
H (-1.911, -1.174, 0.298)
H (4.865, -6.455, -3.504)
H (1.495, 1.887, -2.389)
H (5.683, -2.943, -5.027)
H (4.528, -0.772, -1.925)
H (2.645, -4.316, -5.737)
H (-1.751, -0.344, 1.853)
H (2.285, -6.027, -2.344)
H (-6.495, 3.752, 3.466)
H (-2.265, 0.532, -1.503)
H (6.143, -5.655, -2.576)
H (1.948, -0.802, 0.068)
H (-5.849, 5.641, 2.373)
H (3.331, 2.363, 0.107)
H (2.072, 4.176, 0.421)
H (1.036, -2.052, 0.802)
H (0.592, 0.879, -3.465)
H (-3.414, 5.666, 2.808)
H (2.736, 0.894, -0.556)
H (-4.665, 1.069, 3.222)
H (-1.228, -0.824, -1.985)
H (-3.295, 1.399, 4.496)
H (-2.730, 3.104, 2.897)
H (-9.462, 2.849, 2.341)
H (1.586, 0.109, -2.245)
H (-5.561, 7.154, 3.410)
H (2.447, -5.200, -0.787)
H (7.522, -2.474, -2.539)
H (1.471, 3.349, 1.862)
H (5.778, -4.721, -4.896)
H (-3.646, 6.271, 4.555)
H (4.780, -3.946, -6.108)
H (2.621, 1.164, 1.203)
H (-4.572, 3.370, 2.426)
H (0.342, 4.078, 0.709)
H (-7.723, 3.686, 5.910)
H (-7.838, 4.964, 2.939)
H (6.257, -0.666, -2.217)
H (5.664, -1.499, -0.776)
H (-9.055, 4.734, 5.186)

Computed Mulliken charges, given in elementary charges:
1 P 0.893
2 P 0.797
3 O -0.789
4 O -0.388
5 O -0.792
6 O -0.366
7 O -0.299
8 O -0.459
9 N 0.180
10 N 0.131
11 N 0.135
12 N 0.101
13 N 0.077
14 N 0.081
15 C -1.068
16 C -1.017
17 C -0.893
18 C -0.866
19 C -1.167
20 C -0.404
21 C -0.283
22 C -0.701
23 C -0.575
24 C -1.007
25 C -0.356
26 C -0.984
27 C -0.172
28 C 0.180
29 C -1.062
30 C -0.905
31 C -0.795
32 C -1.023
33 C -0.878
34 H 0.411
35 H 0.341
36 H 0.394
37 H 0.111
38 H 0.326
39 H 0.293
40 H 0.306
41 H 0.378
42 H 0.339
43 H 0.281
44 H 0.323
45 H 0.246
46 H 0.289
47 H 0.291
48 H 0.072
49 H 0.406
50 H 0.251
51 H 0.304
52 H 0.147
53 H 0.306
54 H 0.187
55 H 0.108
56 H 0.338
57 H 0.420
58 H 0.320
59 H 0.497
60 H 0.346
61 H 0.259
62 H -0.122
63 H 0.251
64 H 0.292
65 H 0.283
66 H 0.419
67 H 0.360
68 H 0.220
69 H 0.355
70 H 0.231
71 H 0.391
72 H 0.336
73 H 0.278
74 H 0.310
75 H 0.345
76 H 0.322
77 H 0.214
78 H 0.341
79 H 0.254
80 H 0.328
81 H 0.385
82 H 0.330
83 H 0.262

[5]
Entry from the OMol25 dataset: a 2-piece molecular cluster, H3OPS overall at a distorted geometry (ωB97M-V with the def2-TZVPD basis set).

## Properties
SMILES	P=S.O
molar mass	82.1	g mol⁻¹
lowest unoccupied orbital energy	-1.136	eV
total charge	0
HOMO-LUMO gap	0.2710	Eh

Element x y z (Å)
S (0.311, -2.730, -1.874)
P (0.211, -1.429, -0.426)
O (-0.009, 1.095, 0.869)
H (0.098, 1.994, 0.583)
H (-0.199, 1.291, 1.837)
H (-0.411, -0.221, -0.989)

Computed natural (NBO) charges, given in elementary charges:
1 S -0.368
2 P 0.431
3 O -0.940
4 H 0.471
5 H 0.477
6 H -0.072

[6]
Entry from the OMol25 dataset: a 2-piece molecular cluster, CH3F3 overall (ωB97M-V with the def2-TZVPD basis set).

## Properties
SMILES	CF.FF
molar mass	72.0	g mol⁻¹
lowest unoccupied orbital energy	-0.907	eV
total charge	0
HOMO-LUMO gap	0.4178	Eh

Element x y z (Å)
F (0.743, -1.084, -0.321)
F (-2.318, 0.111, -0.280)
F (-1.704, -1.060, 0.136)
C (0.807, 0.244, 0.044)
H (1.400, 0.343, 0.960)
H (1.277, 0.821, -0.759)
H (-0.204, 0.624, 0.222)

Computed natural (NBO) charges, given in elementary charges:
1 F -0.369
2 F -0.008
3 F 0.012
4 C -0.126
5 H 0.163
6 H 0.163
7 H 0.165